Record 1
The following is a DFT calculation (wB97M-V/def2-TZVPD) of an isolated molecule of C7H11P.

Output
Energy above the lowest of the compared OMol25 structures with the same formula, charge and spin in kJ/mol: 269.79
DFT total energy in eV: -16721.44230
SMILES: C#CP(C=C)CCC
Max |F| in eV/A: 5.85
Kohn-Sham gap in eV: 9.62

Structure (XYZ):
```
19
C7H11P (wB97M-V/def2-TZVPD)
C 3.903 -1.206 0.111
C 2.757 -0.843 -0.105
P 1.394 0.019 -0.835
C 0.936 1.401 0.788
C 0.404 2.489 0.383
C -0.155 -1.044 -0.567
C -1.444 -0.211 -0.718
C -2.514 -0.826 0.158
H 4.792 -1.316 0.668
H 1.345 1.164 1.839
H -0.239 3.173 1.050
H 0.503 2.666 -0.711
H -0.348 -1.490 0.392
H -0.128 -1.831 -1.376
H -1.695 -0.176 -1.781
H -1.151 0.889 -0.534
H -3.503 -0.555 -0.099
H -2.500 -1.929 0.191
H -2.357 -0.377 1.146
```



Record 2
The following is a DFT calculation (wB97M-V/def2-TZVPD) of a structure of composition C29H82N2O12.

Output
DFT total energy in eV: -58862.05639
Max |F| in eV/A: 19.14
Kohn-Sham gap in eV: 7.19

Structure (XYZ):
```
125
C29H82N2O12 (wB97M-V/def2-TZVPD)
C 1.285 -4.186 1.564
C 1.158 -2.705 1.964
O -0.104 -2.438 2.603
H 2.294 -4.592 1.494
H 0.865 -4.440 0.591
H 0.715 -4.772 2.284
H 1.165 -2.051 1.092
H 2.006 -2.451 2.600
H 0.031 -1.849 3.349
C -0.868 -0.514 -0.433
C 0.381 -0.648 0.390
O 0.727 0.641 0.777
H -1.173 -1.413 -0.970
H -0.768 0.172 -1.274
H -1.780 -0.307 0.127
H 1.185 -1.241 -0.046
H 0.068 -1.241 1.249
H 1.484 0.525 1.356
C -1.759 3.330 -0.152
C -1.958 1.819 0.031
O -0.822 1.346 0.681
H -1.399 3.875 0.721
H -2.731 3.804 -0.289
H -1.201 3.619 -1.042
H -2.045 1.235 -0.886
H -2.864 1.615 0.600
H -0.726 0.451 0.347
C 0.871 3.125 -1.600
C 0.629 2.501 -2.999
O -0.178 1.354 -2.745
H 1.498 4.013 -1.532
H 1.170 2.428 -0.817
H -0.137 3.385 -1.277
H 1.593 2.238 -3.435
H 0.094 3.209 -3.631
H 0.314 0.825 -2.112
C 2.738 0.327 -2.561
C 2.124 0.481 -1.121
O 0.745 0.761 -1.154
H 3.786 0.037 -2.477
H 2.719 1.250 -3.142
H 2.209 -0.488 -3.055
H 2.696 1.256 -0.610
H 2.295 -0.410 -0.517
H 0.490 0.664 -0.233
C 2.822 2.724 0.519
O 3.821 3.016 -0.073
N 2.018 3.627 0.843
N 2.503 1.522 0.875
H 2.292 4.595 0.758
H 1.134 3.347 1.244
H 3.167 0.816 0.592
H 1.642 1.365 1.380
C 2.057 -3.209 -2.453
C 1.763 -2.754 -0.977
C 0.285 -2.975 -0.609
O 2.550 -3.441 -0.041
H 3.136 -3.333 -2.543
H 1.684 -2.475 -3.168
H 1.761 -4.223 -2.721
H 1.931 -1.678 -0.999
H -0.023 -2.368 0.242
H 0.097 -4.032 -0.418
H -0.364 -2.653 -1.424
H 2.442 -4.394 -0.088
C -0.187 -0.777 -2.619
C -0.997 -0.110 -3.731
C -0.472 -0.395 -5.095
O -2.260 -0.741 -3.747
H -0.764 -0.927 -1.706
H 0.788 -0.310 -2.480
H 0.014 -1.832 -2.805
H -1.096 0.965 -3.582
H -0.494 -1.445 -5.389
H 0.551 -0.027 -5.023
H -1.056 0.129 -5.851
H -2.818 -0.232 -4.339
C -0.676 1.932 2.958
C -0.099 3.005 2.023
C 0.627 4.103 2.776
O 0.650 2.417 1.078
H 0.119 1.237 3.229
H -1.429 1.337 2.444
H -1.191 2.286 3.851
H -0.930 3.480 1.501
H 1.126 4.767 2.071
H 1.367 3.700 3.468
H -0.130 4.682 3.307
H -0.012 1.843 0.686
C 3.018 0.274 3.572
C 2.032 -0.644 2.740
C 0.584 -0.341 3.065
O 2.110 -0.365 1.360
H 3.036 1.302 3.210
H 3.999 -0.145 3.348
H 2.838 0.194 4.644
H 2.239 -1.691 2.964
H 0.163 0.547 2.592
H 0.483 -0.174 4.137
H 0.026 -1.265 2.915
H 3.005 -0.492 1.035
C -4.278 -0.637 -2.859
C -3.414 -0.711 -1.622
C -2.988 -2.136 -1.196
O -2.187 -0.036 -1.813
H -4.578 0.411 -2.856
H -5.142 -1.288 -2.727
H -3.793 -0.853 -3.811
H -3.909 -0.209 -0.791
H -2.392 -2.076 -0.285
H -2.329 -2.565 -1.951
H -3.914 -2.694 -1.058
H -1.872 -0.361 -2.660
C -1.364 -0.199 2.618
C -2.823 -0.572 2.764
C -3.151 -1.731 1.852
O -2.998 -0.923 4.076
H -1.230 0.164 1.599
H -0.739 -1.092 2.609
H -0.953 0.498 3.349
H -3.481 0.281 2.597
H -2.418 -2.537 1.879
H -3.114 -1.368 0.825
H -4.205 -1.984 1.967
H -2.436 -1.685 4.238
```



Record 3
The following is a DFT calculation (wB97M-V/def2-TZVPD) of the ion CH3ClO2PS with charge -1.

Output
Energy above the lowest of the compared OMol25 structures with the same formula, charge and spin in kJ/mol: 41.09
DFT total energy in eV: -37831.49748
SMILES: CS[P@@](=O)([O-])Cl
Max |F| in eV/A: 7.30
Charge: -1
Kohn-Sham gap in eV: 8.42

Structure (XYZ):
```
9
CH3ClO2PS (wB97M-V/def2-TZVPD)
C -0.205 0.068 -0.315
S -1.303 -1.230 -0.907
P -2.906 -0.375 0.361
O -4.264 -1.131 0.008
O -2.392 -0.249 1.696
Cl -2.943 1.525 -0.481
H -0.194 0.936 -1.007
H 0.803 -0.342 -0.679
H -0.149 0.323 0.696
```



Record 4
The following is a DFT calculation (wB97M-V/def2-TZVPD) of a structure of composition C2H10OSb.

Output
DFT total energy in eV: -10816.16278
Max |F| in eV/A: 0.82
Charge: -1
Kohn-Sham gap in eV: 7.14

Structure (XYZ):
```
14
C2H10OSb (wB97M-V/def2-TZVPD)
C -1.572 -1.235 0.412
O -0.803 -0.560 1.353
C 0.539 -0.433 0.892
Sb 0.817 1.133 -0.706
H -1.367 -2.319 0.398
H -1.440 -0.870 -0.611
H -2.625 -1.090 0.670
H 1.138 -0.074 1.742
H 0.986 -1.406 0.606
H 0.515 -0.054 -1.996
H 2.532 0.736 -0.788
H 1.148 2.349 0.535
H -0.920 1.441 -0.581
H 1.052 2.380 -1.927
```



Record 5
The following is a DFT calculation (wB97M-V/def2-TZVPD) of a cluster of 4 separate species, C24H60N4 in total.

Output
Energy above the lowest of the compared OMol25 structures with the same formula, charge and spin in kJ/mol: 10.03
DFT total energy in eV: -31816.46063
<S²>: 0.75
Multiplicity: 2
Max |F| in eV/A: 3.06
Charge: -1
Kohn-Sham gap (spin up / spin down) in eV: 1.50 / 8.21

Structure (XYZ):
```
88
C24H60N4 (wB97M-V/def2-TZVPD)
C 1.427 -6.185 -4.398
C 1.590 -4.928 -3.587
N 2.369 -3.997 -4.374
C 3.827 -4.396 -4.208
C 4.710 -3.562 -5.124
C 2.053 -2.554 -4.181
C 0.751 -2.261 -4.940
H 0.839 -6.899 -3.822
H 2.288 -6.776 -4.709
H 0.817 -6.051 -5.291
H 0.605 -4.463 -3.567
H 1.916 -5.097 -2.560
H 4.082 -4.457 -3.150
H 3.959 -5.356 -4.706
H 4.857 -2.705 -4.467
H 5.668 -4.045 -5.316
H 4.230 -3.212 -6.038
H 2.839 -1.869 -4.497
H 2.054 -2.363 -3.108
H 0.924 -2.293 -6.015
H 0.335 -1.290 -4.674
H -0.024 -2.934 -4.574
C -1.114 -1.975 3.980
C 0.161 -2.802 4.287
N 0.079 -4.246 4.165
C 1.187 -4.921 4.870
C 2.600 -4.511 4.370
C -0.129 -4.786 2.824
C 0.045 -6.301 2.666
H -1.813 -1.942 4.815
H -1.663 -2.205 3.067
H -0.807 -0.953 3.753
H 1.024 -2.476 3.707
H 0.363 -2.506 5.316
H 1.063 -4.643 5.917
H 1.249 -6.009 4.882
H 3.302 -5.032 5.020
H 2.861 -4.822 3.359
H 2.848 -3.454 4.472
H 0.532 -4.357 2.072
H -1.107 -4.489 2.445
H -0.392 -6.796 3.534
H 1.101 -6.555 2.749
H -0.368 -6.687 1.734
C -3.203 2.300 -0.015
C -2.162 2.273 -1.172
N -1.539 0.980 -1.424
C -0.700 0.929 -2.558
C 0.582 1.774 -2.479
C -0.860 0.374 -0.262
C -0.571 -1.147 -0.420
H -3.999 1.664 -0.405
H -3.696 3.269 0.062
H -2.929 1.870 0.948
H -2.739 2.616 -2.030
H -1.438 2.985 -0.775
H -0.456 -0.037 -3.000
H -1.270 1.392 -3.363
H 1.180 1.617 -3.377
H 0.509 2.824 -2.195
H 1.280 1.282 -1.800
H -1.499 0.381 0.621
H 0.081 0.851 0.015
H -0.733 -1.569 0.573
H 0.402 -1.324 -0.877
H -1.451 -1.509 -0.952
C -1.440 9.408 1.122
C -2.074 8.376 2.042
N -1.792 7.020 1.596
C -0.299 6.873 1.425
C -0.052 5.493 0.896
C -2.455 6.138 2.543
C -4.011 6.273 2.384
H -0.384 9.578 1.328
H -1.802 10.418 1.311
H -1.819 9.245 0.112
H -1.791 8.528 3.084
H -3.113 8.702 2.091
H 0.235 7.125 2.341
H 0.106 7.475 0.612
H -0.624 5.260 -0.002
H -0.236 4.684 1.603
H 1.009 5.354 0.689
H -2.149 5.093 2.565
H -2.046 6.542 3.470
H -4.545 5.541 2.991
H -4.406 7.258 2.631
H -4.238 5.987 1.357
```



Record 6
The following is a DFT calculation (wB97M-V/def2-TZVPD) of the ion ClH2NO3P with charge -1.

Output
Energy above the lowest of the compared OMol25 structures with the same formula, charge and spin in kJ/mol: 213.75
DFT total energy in eV: -29476.97578
Max |F| in eV/A: 2.57
Charge: -1
Kohn-Sham gap in eV: 7.64

Structure (XYZ):
```
8
ClH2NO3P (wB97M-V/def2-TZVPD)
N 0.028 -0.224 0.322
O 0.086 -2.697 -0.320
O 2.190 -1.659 0.773
O 1.742 -0.005 -3.706
P 0.939 -1.546 -0.002
Cl 1.568 -0.992 -2.317
H -1.010 -0.215 0.522
H 0.468 0.718 0.343
```



Record 7
The following is a DFT calculation (wB97M-V/def2-TZVPD) of a cluster of 2 separate species, C3H9NO3S in total.

Output
Energy above the lowest of the compared OMol25 structures with the same formula, charge and spin in kJ/mol: 109.97
DFT total energy in eV: -21724.49054
SMILES: O=C(O)NCCS.O
Max |F| in eV/A: 4.45
Kohn-Sham gap in eV: 9.58

Structure (XYZ):
```
17
C3H9NO3S (wB97M-V/def2-TZVPD)
O 1.547 0.528 1.518
C 0.973 1.207 0.714
O 0.967 2.548 0.815
N 0.075 0.758 -0.290
C 0.637 -0.423 -1.006
C -0.004 -1.658 -0.331
S 1.016 -3.095 -0.468
H 1.572 2.936 1.577
H -0.193 1.538 -0.907
H 0.097 -0.390 -2.036
H 1.690 -0.470 -0.999
H -0.349 -1.278 0.716
H -0.813 -1.941 -0.867
H 1.694 -2.953 0.672
O -3.294 1.026 0.128
H -2.400 1.272 -0.100
H -3.214 0.393 0.865
```



Record 8
The following is a DFT calculation (wB97M-V/def2-TZVPD) of a structure of composition C6H10O.

Output
Energy above the lowest of the compared OMol25 structures with the same formula, charge and spin in kJ/mol: 553.64
DFT total energy in eV: -8425.50233
Max |F| in eV/A: 0.56
Kohn-Sham gap in eV: 8.17

Structure (XYZ):
```
17
C6H10O (wB97M-V/def2-TZVPD)
C 2.058 -0.393 0.437
C 0.921 -1.048 -0.314
C -0.390 -1.341 0.344
C -0.332 -0.303 -0.741
C -0.535 1.123 -0.407
C -2.248 1.445 0.493
O -2.291 1.253 -0.781
H 2.666 -1.150 0.943
H 1.694 0.297 1.206
H 2.712 0.167 -0.240
H 1.248 -1.781 -1.050
H -0.907 -2.270 0.123
H -0.550 -0.957 1.348
H -0.747 -0.576 -1.707
H -0.327 1.815 -1.225
H 0.001 1.458 0.485
H -2.957 2.302 0.757
```